[1]
Entry from the Open Molecules 2025 dataset: C26H48Cl3N6NdO3Si as an isolated structure at a distorted geometry (ωB97M-V/def2-TZVPD).

Positions of all 88 atoms, in Å:
C -1.601 -1.933 -3.970
C -1.120 -2.726 -2.802
H -1.414 -2.450 -4.915
H -1.106 -0.954 -3.987
H -2.680 -1.748 -3.882
C -0.528 -3.929 -2.898
C -0.171 -4.600 -4.180
H -0.320 -4.524 -2.006
H 0.185 -3.893 -4.942
H -1.016 -5.160 -4.605
H 0.630 -5.328 -3.998
Nd 0.332 1.024 -0.089
Cl -2.341 1.389 0.488
Cl 2.471 2.413 -0.977
H 0.894 5.763 3.552
H -1.398 6.624 2.817
C 1.073 5.417 2.528
C -1.149 6.275 1.807
N -0.208 5.161 1.876
H 1.661 4.497 2.529
C -0.464 3.981 1.327
O 0.370 3.037 1.297
H -2.059 5.938 1.300
H -1.474 3.850 0.908
H 1.612 6.207 1.992
H -0.710 7.115 1.252
H 1.267 -1.054 -2.893
H 2.427 -3.835 -2.287
C 2.340 -0.912 -2.696
C 3.265 -3.152 -2.067
N 2.779 -1.838 -1.651
H 2.517 0.126 -2.382
C 2.705 -1.525 -0.354
O 2.163 -0.476 0.082
H 3.871 -3.584 -1.260
H 3.135 -2.272 0.338
H 2.905 -1.143 -3.605
H 3.869 -3.040 -2.974
O -0.504 -0.917 -1.412
C -1.311 -2.012 -1.459
C 0.145 -3.393 0.074
C -1.130 -2.941 -0.259
H 0.977 -3.096 -0.576
C 0.327 -4.269 1.147
H -2.358 -1.655 -1.444
C -2.246 -3.408 0.437
H 1.338 -4.594 1.410
C -0.792 -4.760 1.829
C -2.075 -4.336 1.466
H -3.233 -3.047 0.135
H -0.658 -5.490 2.634
H -2.951 -4.736 1.979
Si -0.593 3.515 -3.420
Cl -0.535 1.489 -2.635
C 1.124 4.213 -3.562
C -1.641 4.514 -2.237
C -1.383 3.347 -5.099
H 1.863 3.634 -2.990
H 1.110 5.236 -3.160
H 1.425 4.255 -4.618
H -0.681 2.917 -5.827
H -1.662 4.355 -5.438
H -2.287 2.724 -5.071
H -1.655 4.113 -1.215
H -2.675 4.535 -2.611
H -1.248 5.542 -2.217
C 0.106 0.990 3.463
N 0.100 -0.118 2.462
C -1.140 -0.916 2.680
N -1.239 -1.438 4.055
C -1.197 -0.301 5.009
N 0.041 0.500 4.856
C 1.205 -0.394 5.076
N 1.203 -1.542 4.138
C 1.240 -1.021 2.760
C -0.057 -2.286 4.330
H -0.770 1.623 3.272
H 1.035 1.563 3.348
H -1.115 -1.771 1.987
H -1.999 -0.278 2.444
H -1.225 -0.710 6.027
H -2.064 0.345 4.823
H 2.128 0.182 4.922
H 1.157 -0.786 6.100
H 1.189 -1.877 2.071
H 2.179 -0.472 2.610
H -0.107 -2.616 5.377
H -0.071 -3.156 3.658

Values from the calculation:
Kohn-Sham gap (alpha / beta) (eV): 8.172 / 8.186
Spin multiplicity: 4
Energy relative to the best compared isomer or geometry (same formula, charge and spin) (kJ/mol): 0.0
E_HOMO (alpha / beta) (Eh): -0.28535 / -0.28583
Maximum force (hartree/bohr): 0.0439

=====

[2]
Entry from the Open Molecules 2025 dataset: C26H50Br6O12S6 as an isolated structure at a distorted geometry (ωB97M-V/def2-TZVPD).

Positions of all 100 atoms, in Å:
C 0.153 -5.244 -1.233
Br 0.840 -6.768 -2.344
Br -1.116 -5.797 0.109
Br -0.814 -3.888 -2.434
H 0.990 -4.712 -0.781
C 3.920 2.517 1.185
Br 5.659 3.543 1.189
Br 2.964 2.744 2.970
Br 4.138 0.593 0.661
H 3.264 3.047 0.494
C 0.949 -0.243 -0.221
C 0.965 -1.651 0.224
C 0.055 -1.804 1.389
S -1.513 -0.896 1.043
O -1.643 0.106 2.163
O -2.560 -1.784 0.541
C -0.585 -0.069 -0.381
H 1.518 -0.075 -1.136
H 1.313 0.391 0.587
H 1.990 -1.982 0.391
H 0.669 -2.208 -0.665
H 0.469 -1.275 2.248
H -0.060 -2.877 1.548
H -0.795 1.000 -0.344
H -0.909 -0.595 -1.279
C 6.110 -3.013 2.747
C 4.732 -2.355 3.210
C 4.137 -3.476 4.081
S 4.400 -4.997 3.100
O 3.127 -5.330 2.516
O 5.137 -5.956 3.829
C 5.575 -4.266 1.963
H 6.636 -3.428 3.607
H 6.757 -2.264 2.291
H 4.090 -2.126 2.360
H 4.864 -1.494 3.866
H 3.048 -3.476 4.130
H 4.634 -3.584 5.045
H 5.005 -3.840 1.137
H 6.240 -5.074 1.659
C 3.197 1.163 -3.826
C 2.497 1.948 -5.003
C 1.699 1.091 -6.002
S 1.523 -0.553 -5.126
O 1.651 -1.688 -6.010
O 0.480 -0.522 -4.067
C 3.122 -0.367 -4.296
H 2.752 1.151 -2.832
H 4.162 1.666 -3.772
H 3.311 2.437 -5.539
H 1.867 2.769 -4.661
H 2.367 0.834 -6.824
H 0.787 1.375 -6.527
H 4.047 -0.539 -4.846
H 3.086 -1.233 -3.636
C -3.745 2.807 -2.827
C -2.517 2.298 -2.027
C -1.532 1.972 -3.094
S -1.418 3.458 -4.191
O -1.080 3.130 -5.568
O -0.629 4.476 -3.517
C -3.267 3.851 -3.884
H -4.467 3.276 -2.160
H -4.129 1.989 -3.437
H -2.819 1.538 -1.305
H -2.238 3.050 -1.289
H -1.871 1.131 -3.698
H -0.472 1.847 -2.875
H -3.739 3.624 -4.840
H -3.330 4.920 -3.683
C -1.669 6.038 0.598
C -1.105 6.274 2.039
C -0.069 5.151 2.284
S 0.793 4.961 0.579
O 0.468 3.594 0.130
O 2.113 5.566 0.377
C -0.458 5.982 -0.316
H -2.410 6.837 0.549
H -2.109 5.041 0.584
H -1.817 6.281 2.864
H -0.566 7.221 2.080
H -0.385 4.146 2.563
H 0.710 5.392 3.007
H -0.404 5.662 -1.357
H 0.016 6.963 -0.307
C -4.903 -3.268 2.714
C -6.373 -2.960 2.764
C -7.166 -3.903 3.594
S -5.976 -4.162 5.052
O -6.101 -5.543 5.458
O -6.079 -3.042 6.036
C -4.527 -4.055 3.962
H -4.284 -2.372 2.678
H -4.673 -3.873 1.837
H -6.716 -3.058 1.734
H -6.461 -1.906 3.028
H -7.360 -4.871 3.131
H -8.128 -3.573 3.986
H -4.337 -5.096 3.698
H -3.670 -3.722 4.547

Values from the calculation:
Kohn-Sham gap (eV): 8.823
Spin multiplicity: 1
Energy relative to the best compared isomer or geometry (same formula, charge and spin) (kJ/mol): 317.4
E_HOMO (Eh): -0.36269
Maximum force (hartree/bohr): 0.0668